(1)
The following is a quantum chemistry calculation of a molecular structure, C26H30FeN10S4 at a distorted geometry, from OMol25.

The net charge is +1. The HOMO energy (spin up / spin down) comes out at -9.496 / -9.467 eV. The multiplicity is 6. Its expectation value of S² is 8.824.

The geometry in XYZ format:
```
71
C26H30FeN10S4 (ωB97M-V/def2-TZVPD)
Fe 1.1517 0.4191 1.5305
S 3.3885 0.0171 1.6924
C 3.7111 0.9144 0.2453
N 4.9526 0.8293 -0.1474
N 5.2819 1.5247 -1.2881
C 5.3744 0.7907 -2.5020
C 4.7653 -0.4579 -2.6797
C 4.8012 -1.1073 -3.9171
C 5.4281 -0.5035 -5.0045
C 6.0102 0.7533 -4.8561
C 5.9724 1.3988 -3.6163
N 2.7805 1.6544 -0.4500
N 1.6276 1.2614 -0.1779
C 0.6622 1.9889 -0.8946
C 0.7268 2.1625 -2.2848
C -0.2715 2.8651 -2.9643
C -1.3524 3.3931 -2.2593
C -1.4364 3.2163 -0.8786
C -0.4351 2.5134 -0.2039
H 6.1323 2.0681 -1.1594
H 4.2588 -0.9359 -1.8431
H 4.3294 -2.0800 -4.0216
H 5.4508 -1.0071 -5.9660
H 6.4841 1.2384 -5.7039
H 6.4052 2.3905 -3.5212
H 1.5687 1.7436 -2.8320
H -0.2006 2.9953 -4.0400
H -2.1296 3.9396 -2.7856
H -2.2777 3.6208 -0.3236
H -0.4955 2.3676 0.8722
N 0.5831 -4.3548 2.2296
C 1.0197 -3.3086 2.9592
N 1.4081 -3.6245 4.2109
S 1.0742 -1.7683 2.3689
H 0.2217 -5.1723 2.7002
H 0.1777 -4.1443 1.3247
H 1.7072 -4.5675 4.4151
H 1.8471 -2.8893 4.7534
N -4.7377 1.5600 5.2496
C -3.4917 1.2058 5.7052
S -3.3505 1.0195 7.3663
C -2.3897 1.0203 4.7019
C -1.1001 0.6592 5.1122
C -0.1104 0.4975 4.1562
N -0.3109 0.6678 2.8351
C -1.5548 1.0147 2.4533
C -2.6114 1.2003 3.3324
H -5.4716 1.6816 5.9399
H -5.0003 1.7133 4.2882
H -0.8423 0.4999 6.1534
H 0.9004 0.2179 4.4404
H -1.6885 1.1456 1.3827
H -3.5706 1.4786 2.9193
C -2.5111 -3.6097 -3.1622
C -2.8268 -2.4278 -2.3008
C -4.0269 -1.8403 -2.2592
C -4.1391 -0.6823 -1.3420
N -3.1725 -0.2299 -0.6092
C -1.9538 -0.8554 -0.6755
S -0.6132 -0.3824 0.2129
N -1.8156 -1.9346 -1.5177
C -5.4741 0.0136 -1.2605
H -3.3789 -3.9295 -3.7487
H -2.1927 -4.4574 -2.5465
H -1.7049 -3.3677 -3.8627
H -4.8797 -2.1605 -2.8403
H -0.8984 -2.3658 -1.5348
H -6.2120 -0.4515 -1.9192
H -5.3525 1.0614 -1.5505
H -5.8415 -0.0309 -0.2311
H 1.6202 1.9237 2.1309
```

These are the Mulliken partial charges, in e, on atoms 1 to 2: -0.837, -0.372

(2)
The following is a quantum chemistry calculation of 2 unconnected molecules or ions with the total composition C4H11O2P at a distorted geometry, from OMol25.

The HOMO energy comes out at -8.154 eV. The value obtained for the energy above the lowest of the compared OMol25 structures with the same formula, charge and spin is 82.3 kcal/mol. The multiplicity is 1.

The geometry in XYZ format:
```
18
C4H11O2P (ωB97M-V/def2-TZVPD)
C 0.8163 -1.3917 0.5630
C 2.1528 0.5621 -0.5952
C -0.6562 1.1182 0.1815
C -2.6631 0.1365 -0.4633
O -3.7549 0.4527 0.3747
O -2.4742 -1.2620 -0.5019
P 0.4825 -0.1645 -0.7848
H 0.8336 -2.4330 0.0691
H 0.1273 -1.3120 1.3788
H 1.8139 -1.3664 1.0603
H 2.3311 1.0038 0.4262
H 2.3856 1.3502 -1.3045
H 2.7382 -0.3732 -0.5838
H -0.6286 1.4275 1.2025
H -0.4657 2.0080 -0.3832
H -2.7482 0.5138 -1.3855
H -3.8067 -0.3540 1.0086
H -1.7889 -1.4984 -1.1406
```

These are the Mulliken partial charges, in e, on atoms 1 to 2: -1.061, -1.017

Q: Which of these has the lowest multiplicity?
A: C4H11O2P

Q: What is the formula in the first record?
A: C26H30FeN10S4

Q: Look up the multiplicity of the first one.
A: 6